# 1
C36H60BCdN9O2PS4 | ωB97M-V/def2-TZVPD

Results
electronic energy: -113683.6886 eV
2S+1: 1
charge: +1
lowest unoccupied orbital energy: -0.09910 Ha
orbital gap: 7.16 eV
energy above the lowest of the compared OMol25 structures with the same formula, charge and spin: 3.3 kcal/mol
HOMO: -9.86 eV

Geometry as XYZ:
```
114
Properties=species:S:1:pos:R:3:forces:R:3:lowdin_charge:R:1
Cd 1.099187 3.187945 -1.299083 0.77 -0.91 0.02 1.183
C 0.191657 1.875653 5.032932 -0.06 0.01 -0.05 -0.018
C 0.086239 0.572627 4.313811 -0.01 -0.12 0.19 -0.205
C 0.131346 -0.667058 4.893194 0.01 0.15 -0.18 0.088
C 0.048129 -1.854688 4.112351 0.01 0.06 0.02 -0.185
N -0.055508 -1.809884 2.804789 0.06 -0.34 -0.14 0.212
N -0.098767 -0.613002 2.256334 0.00 0.38 0.48 0.011
B -0.148023 -0.039818 0.801022 0.21 0.08 -0.10 -0.835
N -1.458570 -0.326611 0.079815 -0.35 0.22 -0.64 0.000
N -2.280620 -1.157393 0.734310 0.01 -0.12 0.38 0.190
C -3.438340 -1.450503 0.229907 -0.07 0.08 -0.08 -0.203
C -3.878711 -0.839016 -0.974749 0.15 0.09 -0.01 0.069
C -3.039896 -0.033262 -1.675113 -0.20 -0.03 0.09 -0.237
C -3.433324 0.604599 -2.965892 0.02 0.03 0.01 -0.062
C -1.723897 0.195769 -1.145707 0.11 -0.34 0.19 -0.590
S -0.544756 0.978874 -2.068073 -0.02 0.12 -0.02 0.722
C -4.292308 -2.489780 0.935418 0.03 -0.07 0.05 -0.545
C -4.493207 -3.661787 -0.039313 0.00 0.04 0.06 -0.030
C -5.650587 -1.885797 1.311509 0.08 0.03 -0.04 -0.035
C -3.585943 -3.000660 2.190255 -0.02 0.07 -0.07 -0.059
N 1.052533 -0.588844 -0.015830 0.84 0.05 -0.32 0.010
N 0.729782 -1.876361 -0.194001 -0.29 -0.18 0.16 0.181
C 1.502154 -2.687357 -0.847762 0.01 -0.03 -0.02 -0.195
C 2.684705 -2.201707 -1.448467 0.07 0.22 -0.01 0.072
C 3.040680 -0.897777 -1.282066 -0.03 -0.11 0.04 -0.248
C 4.283731 -0.343025 -1.897483 0.06 -0.05 -0.02 -0.074
C 2.208358 -0.045934 -0.477376 -0.49 -0.37 0.09 -0.647
S 2.734614 1.537508 -0.146873 -0.10 0.27 0.13 0.619
C 1.100385 -4.151877 -0.897927 -0.09 -0.04 0.06 -0.540
C 2.146467 -4.945431 -0.099143 -0.07 0.05 -0.04 -0.029
C -0.279102 -4.356893 -0.263338 0.14 0.10 -0.04 -0.051
C 1.069900 -4.632906 -2.352905 0.02 0.06 0.03 -0.037
C -0.055609 0.544074 2.916888 -0.03 -0.34 -0.07 -0.478
S -0.169870 1.727989 1.684024 0.10 0.33 -0.32 0.986
C 0.080559 -3.216428 4.786195 0.00 -0.09 -0.01 -0.547
C -1.109181 -3.303463 5.755226 0.06 0.01 -0.07 -0.030
C -0.026489 -4.341852 3.756073 0.03 0.15 0.07 -0.051
C 1.400926 -3.366478 5.556105 -0.07 0.04 -0.07 -0.035
H 0.369561 1.728766 6.095556 0.00 0.02 0.00 0.089
H -0.725702 2.454046 4.899503 0.03 0.00 0.02 0.101
H 1.006265 2.466270 4.607347 -0.01 0.00 0.05 0.090
H 0.247770 -0.747664 5.966355 -0.02 -0.02 0.01 0.129
H -4.883854 -1.021712 -1.331441 0.02 -0.03 -0.06 0.126
H -4.483512 0.423674 -3.186913 0.00 -0.03 0.02 0.087
H -2.818714 0.208365 -3.775655 -0.02 0.03 -0.03 0.069
H -3.248006 1.678812 -2.922071 0.00 -0.01 -0.03 0.085
H -4.989084 -3.342509 -0.957185 -0.02 -0.03 0.00 0.083
H -5.111646 -4.428243 0.429693 -0.01 0.00 -0.01 0.093
H -3.534082 -4.110476 -0.305373 -0.01 -0.01 0.00 0.079
H -6.212123 -1.572891 0.429809 -0.03 0.01 0.02 0.080
H -5.522169 -1.020301 1.963581 -0.02 0.00 0.00 0.094
H -6.248433 -2.627958 1.841502 -0.01 0.00 -0.01 0.091
H -2.597228 -3.379430 1.933668 0.03 -0.02 0.07 0.056
H -4.170516 -3.802673 2.643504 -0.02 0.01 -0.02 0.093
H -3.464335 -2.198803 2.920198 0.04 -0.02 0.03 0.084
H 3.312565 -2.851955 -2.044230 -0.04 -0.05 0.01 0.129
H 4.705371 -1.044843 -2.615783 -0.01 -0.03 0.03 0.087
H 5.024496 -0.143193 -1.121616 0.02 0.05 -0.03 0.088
H 4.079398 0.607905 -2.387770 0.00 0.00 0.00 0.059
H 2.189104 -4.587479 0.931579 0.02 -0.02 0.00 0.081
H 3.141783 -4.855583 -0.538080 0.01 -0.02 0.01 0.085
H 1.872962 -6.001115 -0.083755 0.03 -0.01 -0.01 0.093
H -0.294421 -3.988328 0.762201 -0.04 0.00 0.01 0.056
H -0.524935 -5.419867 -0.264833 0.01 0.00 -0.03 0.094
H -1.043181 -3.815700 -0.823981 -0.04 -0.01 0.02 0.078
H 2.055474 -4.586674 -2.819330 -0.02 -0.02 -0.02 0.079
H 0.378807 -4.028562 -2.943643 0.00 -0.01 -0.02 0.093
H 0.731606 -5.668801 -2.389593 0.02 -0.01 -0.01 0.092
H -2.046686 -3.115302 5.228669 -0.02 -0.02 0.02 0.085
H -1.019323 -2.585122 6.571667 -0.04 -0.01 0.01 0.082
H -1.155972 -4.302889 6.188455 0.01 0.01 0.04 0.093
H -0.965814 -4.276200 3.210113 -0.01 -0.04 -0.06 0.064
H 0.014710 -5.303874 4.267763 0.00 0.01 0.01 0.094
H 0.793100 -4.290615 3.039159 -0.02 -0.04 -0.03 0.069
H 1.513909 -2.603700 6.328172 0.02 -0.02 0.01 0.080
H 2.249824 -3.297238 4.873500 0.03 -0.01 0.03 0.093
H 1.430188 -4.342936 6.040199 0.01 0.01 0.03 0.093
C -0.422681 1.149090 -5.630557 0.01 0.02 -0.07 -0.071
N 0.784605 1.793967 -5.133107 0.07 -0.07 0.25 -0.144
C 1.854277 0.865384 -4.798423 -0.01 0.05 -0.02 -0.052
C 0.747398 2.979291 -4.451955 -0.07 -0.03 -0.31 -0.528
O 1.490381 3.161651 -3.460449 0.00 0.16 -0.19 -0.135
N -0.055062 3.954824 -4.935533 0.08 -0.03 0.07 -0.122
C -0.209406 5.193280 -4.185833 0.09 -0.04 0.06 -0.031
C -0.426697 4.043695 -6.339633 -0.02 0.00 -0.05 -0.042
H -0.610731 0.251617 -5.035719 0.00 0.00 -0.01 0.068
H -0.310610 0.861555 -6.678039 -0.02 0.03 0.00 0.096
H -1.282761 1.803388 -5.522664 0.01 0.00 -0.01 0.082
H 1.553175 0.178510 -3.999248 -0.01 0.02 0.00 0.063
H 2.730190 1.420890 -4.477053 0.01 -0.03 -0.02 0.086
H 2.099907 0.287900 -5.690451 0.00 -0.02 0.02 0.096
H -0.130357 5.004610 -3.121650 -0.08 0.02 0.04 0.042
H -1.194796 5.607890 -4.392608 -0.01 -0.01 0.00 0.098
H 0.552792 5.923120 -4.472600 -0.01 -0.01 -0.02 0.102
H 0.095305 3.291364 -6.922376 0.00 -0.01 0.00 0.088
H -0.137479 5.025701 -6.718337 0.00 0.00 0.03 0.096
H -1.502875 3.927023 -6.482126 0.00 0.00 0.01 0.095
C 3.881139 6.854327 0.452639 -0.20 -0.26 0.03 -0.165
P 2.876046 5.383427 0.748319 0.15 0.36 0.53 0.547
C 1.458521 5.880523 1.753064 0.29 -0.08 -0.29 -0.175
C 3.891516 4.308162 1.793006 -0.18 0.14 -0.26 -0.185
O 2.484755 4.757591 -0.558683 0.19 0.01 -0.10 -0.501
H 4.178150 7.325687 1.388791 -0.01 0.02 0.00 0.059
H 3.304663 7.553181 -0.152360 0.03 0.04 0.01 0.060
H 4.766919 6.548059 -0.103166 0.02 0.05 -0.01 0.059
H 1.783398 6.321893 2.695414 0.01 0.00 0.00 0.062
H 0.833038 5.008833 1.947698 -0.04 0.00 0.02 0.019
H 0.866597 6.604803 1.193026 -0.05 -0.02 0.03 0.059
H 4.182573 4.829785 2.705139 -0.01 0.00 -0.01 0.059
H 4.782110 4.024500 1.231929 0.02 -0.03 0.03 0.059
H 3.332637 3.406558 2.041466 -0.02 -0.02 0.01 0.017
S -2.201391 5.104294 1.287363 -0.44 0.25 0.57 0.556
C -1.300490 4.560867 0.094418 0.48 -0.32 -0.67 -1.068
N -0.630558 4.158107 -0.789704 -1.05 0.67 0.52 -0.117
```
Forces are in eV/Å.

---

# 2
C2H3BrN2S | ωB97M-V/def2-TZVPD

Results
electronic energy: -85975.1339 eV
2S+1: 3
lowest unoccupied orbital energy (alpha / beta): 0.00972 / -0.09786 Ha
orbital gap (alpha / beta): 5.39 / 7.48 eV
energy above the lowest of the compared OMol25 structures with the same formula, charge and spin: 30.6 kcal/mol
HOMO (alpha / beta): -5.12 / -10.15 eV

Geometry as XYZ:
```
9
Properties=species:S:1:pos:R:3:forces:R:3:mulliken_spin:R:1
C 0.861790 -0.286740 -1.189305 2.49 -0.95 -1.46 0.309
C -0.649695 0.501509 0.207046 2.55 5.22 2.10 -0.021
N -0.001665 0.644168 -1.013557 -4.23 1.57 0.58 0.344
N 0.270564 -0.206816 1.041826 -0.21 -2.63 2.94 0.343
S 1.244711 -1.279738 0.135895 -0.20 -0.33 0.07 0.809
Br -2.478751 -0.075468 0.082840 -0.76 -0.47 0.18 0.166
H 1.341297 -0.275676 -2.129582 1.07 -0.56 -0.47 0.012
H -0.616595 1.627040 0.890252 -0.66 -2.88 -2.36 0.058
H 0.028343 -0.648275 1.974582 -0.05 1.02 -1.58 -0.021
```
Forces are in eV/Å.